[1]
{
  "formula": "C16H17N5",
  "method": "ωB97M-V with the def2-TZVPD basis set",
  "symbols": ["C", "C", "C", "C", "C", "C", "N", "C", "C", "C", "N", "C", "N", "C", "N", "N", "C", "C", "C", "C", "C", "H", "H", "H", "H", "H", "H", "H", "H", "H", "H", "H", "H", "H", "H", "H", "H", "H"],
  "coordinates": [[-3.01838, 2.05951, -2.04924], [-3.13985, 2.91211, -0.96462], [-2.08160, 3.07706, -0.08926], [-0.88544, 2.39779, -0.28783], [0.23699, 2.52245, 0.70170], [0.00568, 1.58161, 1.90073], [-0.23361, 0.21821, 1.48021], [0.72482, -0.60952, 0.98962], [0.43996, -1.70992, 0.19686], [1.47483, -2.54227, -0.24736], [2.74471, -2.38542, 0.03968], [3.02609, -1.35459, 0.81876], [4.19731, -0.95677, 1.27979], [3.91284, 0.12641, 2.00439], [2.64177, 0.46788, 2.05015], [2.03894, -0.46673, 1.29589], [0.93117, -3.62129, -1.13037], [-0.57835, -3.59115, -0.84811], [-0.88459, -2.16971, -0.33917], [-0.77292, 1.54617, -1.38048], [-1.83129, 1.37847, -2.25668], [-3.84417, 1.93031, -2.73280], [-4.06191, 3.45036, -0.80124], [-2.17953, 3.74447, 0.75525], [1.18612, 2.26173, 0.23033], [0.30827, 3.54425, 1.07569], [-0.87386, 1.90227, 2.46336], [0.88388, 1.59679, 2.54693], [-1.13727, 0.07089, 1.05214], [4.66322, 0.69118, 2.52044], [1.14998, -3.37051, -2.17095], [1.38867, -4.58563, -0.91915], [-0.81318, -4.31192, -0.06405], [-1.16697, -3.84507, -1.72772], [-1.21040, -1.51852, -1.15683], [-1.66875, -2.17463, 0.41964], [0.15466, 1.01629, -1.55061], [-1.72781, 0.71745, -3.10510]],
  "mulliken_charge": [-0.48, -0.56, -0.34, 0.20, -0.94, -0.92, -0.19, -0.25, 0.89, 0.97, -0.79, 0.44, -0.72, -0.25, -1.37, 0.62, -0.50, -0.80, -0.69, 0.02, -0.72, 0.39, 0.39, 0.41, 0.36, 0.48, 0.49, 0.41, 0.39, 0.44, 0.24, 0.35, 0.28, 0.37, 0.07, 0.44, 0.42, 0.44],
  "relative_energy_kj_mol": 0.0,
  "lumo_ev": 0.65,
  "gap_ev": 8.907,
  "charge": 0,
  "smiles": "c1ccc(CCNc2c3c(nc4ncnn24)CCC3)cc1"
}

[2]
{
  "formula": "C4H7NO2",
  "method": "ωB97M-V with the def2-TZVPD basis set",
  "symbols": ["C", "C", "N", "O", "C", "C", "O", "H", "H", "H", "H", "H", "H", "H"],
  "coordinates": [[0.15025, 1.03648, -0.74442], [0.61855, -0.97254, -0.47851], [0.97690, -1.56915, -1.47655], [0.92024, -1.02037, 0.78825], [0.04183, -0.16439, 1.51880], [-1.03125, 0.16251, 0.46856], [-1.49852, -0.83695, -0.15405], [1.23731, 1.18132, -0.73785], [-0.22815, 0.90960, -1.76053], [-0.25873, 1.98414, -0.36121], [0.59575, -1.37665, -2.38960], [-0.38678, -0.74876, 2.33707], [0.60190, 0.69483, 1.89732], [-1.71902, 0.96898, 0.79042]],
  "mulliken_charge": [-1.34, 0.68, -0.61, -0.31, -0.33, 0.02, -0.61, 0.41, 0.34, 0.44, 0.28, 0.30, 0.29, 0.45],
  "relative_energy_kj_mol": 540.0,
  "lumo_ev": 0.04,
  "gap_ev": 8.856,
  "charge": 0
}

[3]
{
  "formula": "C9H16O4P",
  "method": "ωB97M-V with the def2-TZVPD basis set",
  "symbols": ["C", "C", "O", "C", "C", "C", "C", "C", "C", "C", "O", "P", "O", "O", "H", "H", "H", "H", "H", "H", "H", "H", "H", "H", "H", "H", "H", "H", "H", "H"],
  "coordinates": [[-2.79380, 1.90746, 0.84694], [-2.02035, 0.70178, 0.39298], [-2.59508, -0.47396, 0.84719], [-0.53398, 0.79519, 0.94606], [0.49513, -0.34253, 0.89151], [0.46770, -1.35395, -0.26840], [1.96614, -1.87669, -0.33356], [2.92954, -0.84002, -0.86848], [2.71802, 0.48354, -0.11221], [1.84949, 0.06334, 1.15422], [2.43052, 0.04370, 2.21450], [-1.73892, 0.69520, -1.56077], [-2.55650, -0.52063, -1.85462], [-2.90517, 1.83959, -2.12781], [-2.26988, 2.84983, 0.67741], [-3.11001, 1.85267, 1.81108], [-3.73118, 1.74769, 0.24309], [-2.92937, -1.00165, 0.08612], [-0.62063, 0.92510, 2.00857], [-0.10190, 1.65909, 0.52960], [0.26599, -1.03370, 1.73954], [0.38959, -0.81973, -1.25725], [-0.25921, -2.15418, -0.07696], [2.02987, -2.83901, -0.95647], [2.21395, -2.09836, 0.76758], [3.98056, -1.25029, -0.90335], [2.85899, -0.90708, -1.96357], [3.67682, 0.83531, 0.26662], [1.97453, 1.15898, -0.60551], [-3.53159, 1.16783, -2.58521]],
  "mulliken_charge": [-1.83, 1.25, -0.60, -1.68, 1.17, -0.38, -0.98, -0.69, -0.59, -0.23, -0.63, 0.01, -0.81, -0.49, 0.31, 0.56, 0.35, 0.42, 0.31, 0.54, 0.16, 0.11, 0.33, 0.36, 0.40, 0.30, 0.37, 0.39, 0.27, 0.29],
  "relative_energy_kj_mol": 34.7,
  "lumo_ev": 3.40,
  "gap_ev": 6.737,
  "charge": -1,
  "smiles": "C[C@](O)(C[C@H]1CCCCC1=O)P([O-])O"
}

[4]
{
  "formula": "CH13O5S",
  "method": "ωB97M-V with the def2-TZVPD basis set",
  "symbols": ["C", "S", "H", "H", "H", "H", "H", "O", "H", "H", "O", "H", "H", "O", "H", "H", "O", "H", "H", "O"],
  "coordinates": [[-2.81457, -0.08697, 1.16505], [-1.20060, -0.76639, 0.41465], [-3.14212, 0.64459, 0.41394], [-2.60514, 0.42290, 2.11240], [-3.66665, -0.67611, 1.50753], [0.47326, -0.11515, 1.72615], [1.60897, -0.59841, 2.55834], [1.17741, 0.24023, 2.36778], [1.71648, 1.92459, 1.72439], [1.01460, 2.90353, 0.81946], [1.53811, 2.87876, 1.62417], [-0.25070, 1.02785, -0.66188], [-0.29442, 2.52864, -0.83017], [0.00979, 1.74289, -1.28840], [1.23193, 0.52767, -3.11749], [1.85797, -0.72626, -2.58860], [1.90924, -0.12641, -3.34517], [0.55227, -3.39710, -0.47915], [-0.63871, -2.74422, -1.08907], [0.10810, -3.31856, -1.33248]],
  "mulliken_charge": [-0.78, -0.66, 0.19, 0.24, 0.30, 0.26, 0.28, -0.70, 0.38, 0.28, -0.65, 0.25, 0.25, -0.59, 0.33, 0.33, -0.66, 0.30, 0.30, -0.65],
  "relative_energy_kj_mol": 74.6,
  "lumo_ev": 3.44,
  "gap_ev": 7.581,
  "charge": -1
}

[5]
{
  "formula": "C5H11IN4Si2",
  "method": "ωB97M-V with the def2-TZVPD basis set",
  "symbols": ["C", "C", "C", "C", "C", "N", "N", "N", "N", "Si", "Si", "I", "H", "H", "H", "H", "H", "H", "H", "H", "H", "H", "H"],
  "coordinates": [[-0.74373, -0.15242, -1.97032], [-0.79105, 3.04504, 0.78865], [-0.96167, -1.50211, -1.48095], [-1.08106, 1.63071, 1.47622], [2.51568, -0.48234, 0.35816], [0.07200, 0.59072, -1.44340], [0.34575, 3.46400, 0.35457], [-0.20968, -1.59607, -0.21468], [0.04028, 0.74495, 1.44587], [0.71624, -0.08573, 0.05934], [1.72416, 2.72709, -0.16217], [3.28809, 3.09724, 1.85565], [-1.37701, 0.15345, -2.77601], [-1.70869, 3.64037, 0.71466], [-2.04947, -1.60500, -1.46896], [-0.38092, -2.18942, -2.04044], [-1.31941, 1.94689, 2.52986], [-1.98844, 1.10026, 0.93531], [3.12274, 0.33928, 0.00901], [2.61447, -0.35202, 1.42060], [2.73780, -1.38953, -0.09437], [-0.18322, -2.52559, 0.20353], [0.81882, 1.06135, 2.06056]],
  "mulliken_charge": [-0.30, 0.01, -0.38, -0.44, -1.02, -0.25, -0.13, -0.30, -0.21, -0.13, -0.15, -0.22, 0.42, 0.36, 0.27, 0.34, 0.35, 0.22, 0.33, 0.38, 0.33, 0.19, 0.32],
  "relative_energy_kj_mol": 0.0,
  "lumo_ev": 0.06,
  "gap_ev": 8.237,
  "charge": 0
}

[6]
{
  "formula": "C29H31DyN6O2S",
  "method": "ωB97M-V with the def2-TZVPD basis set",
  "symbols": ["Dy", "C", "N", "C", "C", "C", "N", "C", "C", "C", "C", "C", "C", "C", "O", "C", "C", "C", "N", "C", "C", "C", "C", "C", "C", "C", "O", "H", "H", "H", "H", "H", "H", "H", "H", "H", "H", "H", "H", "H", "H", "H", "H", "H", "H", "H", "H", "H", "H", "H", "H", "H", "N", "C", "N", "C", "C", "C", "C", "C", "C", "H", "H", "H", "H", "H", "H", "S", "C", "N"],
  "coordinates": [[0.33449, -0.03967, -0.10856], [2.11202, 2.75481, -1.91859], [2.49976, 2.18544, -0.60757], [2.67304, 3.21106, 0.43178], [1.37478, 3.67574, 1.07581], [0.55152, 2.68583, 1.91694], [-0.30284, 1.85635, 1.08016], [-1.43530, 2.41942, 0.72352], [-2.33107, 2.12859, -0.38280], [-3.60606, 2.70056, -0.27390], [-4.48857, 2.55631, -1.30576], [-4.20299, 1.67078, -2.35043], [-2.96984, 1.08287, -2.53393], [-1.95428, 1.33021, -1.52950], [-0.74334, 0.95012, -1.71299], [3.63065, 1.16305, -0.66273], [3.93476, 0.52355, 0.66781], [3.50979, -0.89216, 0.98572], [2.10980, -0.88783, 1.50505], [1.82339, -1.53243, 2.59144], [0.61105, -1.43981, 3.40868], [0.62439, -1.67484, 4.77807], [-0.46908, -1.54270, 5.64230], [-1.71799, -1.23946, 5.11691], [-1.75690, -0.95459, 3.72984], [-0.71077, -1.09839, 2.84282], [-0.80717, -0.81585, 1.54500], [2.88917, 3.20303, -2.58683], [1.37574, 3.56553, -1.70265], [1.55644, 1.98649, -2.54283], [3.10094, 4.10726, -0.03531], [3.40296, 2.88480, 1.19247], [0.66995, 4.04449, 0.27963], [1.59504, 4.55041, 1.71039], [-0.01619, 3.24524, 2.63510], [1.19804, 2.01565, 2.48049], [-1.79257, 3.23320, 1.38519], [-3.85443, 3.15974, 0.67256], [-5.40216, 3.19471, -1.34508], [-4.98264, 1.44292, -3.11976], [-2.73931, 0.63600, -3.45959], [4.54705, 1.66566, -1.02869], [3.29699, 0.39645, -1.40307], [3.56623, 1.15484, 1.48181], [4.99224, 0.47927, 0.85853], [4.20977, -1.27551, 1.78560], [3.71351, -1.51568, 0.05114], [2.53245, -2.23083, 3.09864], [1.59932, -1.98889, 5.13844], [-0.28064, -1.64924, 6.71807], [-2.59622, -1.33959, 5.76328], [-2.73097, -0.63144, 3.20499], [-1.62629, -4.17677, -1.12939], [-1.13380, -3.13297, -0.39274], [-0.84807, -2.04457, -1.07797], [-1.13914, -2.37803, -2.42634], [-1.26719, -1.57479, -3.51415], [-1.73891, -2.12606, -4.72884], [-2.10535, -3.46981, -4.76012], [-2.13051, -4.29589, -3.60199], [-1.65295, -3.73961, -2.46231], [-1.82968, -5.06017, -0.74351], [-1.05235, -3.14337, 0.67951], [-0.94178, -0.50276, -3.51946], [-1.80512, -1.53846, -5.59958], [-2.21234, -3.89537, -5.73929], [-2.64508, -5.29401, -3.62332], [2.08053, -1.81213, -2.09993], [1.98740, -3.03977, -0.96564], [1.91672, -3.88693, -0.18258]],
  "lowdin_spin": [5.07, 0.00, 0.00, 0.00, 0.00, 0.00, -0.02, 0.00, 0.00, 0.00, 0.00, 0.00, 0.00, 0.00, -0.01, 0.00, 0.00, 0.00, -0.01, 0.00, 0.00, 0.00, 0.00, 0.00, 0.00, 0.00, -0.01, 0.00, 0.00, 0.00, 0.00, 0.00, 0.00, 0.00, 0.00, 0.00, 0.00, 0.00, 0.00, 0.00, 0.00, 0.00, 0.00, 0.00, 0.00, 0.00, 0.00, 0.00, 0.00, 0.00, 0.00, 0.00, 0.00, 0.00, -0.01, 0.00, 0.00, 0.00, 0.00, 0.00, 0.00, 0.00, 0.00, 0.00, 0.00, 0.00, 0.00, -0.01, 0.00, 0.00],
  "lumo_ev": [0.04, 0.02],
  "gap_ev": [7.730, 7.719],
  "multiplicity": 6,
  "charge": 0
}

F_max across the listed records, respectively: 1.196, 0.656, 4.035, 1.446, 4.113, 3.273 eV/A.